<w>
Below is a molecular structure, C35H33BrMgN3O2P2S2, with properties calculated with the ωB97M-V functional and the def2-TZVPD basis.

Positions of all 79 atoms, in Å:
P 1.452 2.063 1.152
H 0.076 -4.493 -0.959
C -3.326 0.930 0.445
H 3.760 3.975 1.018
H -0.159 6.454 -0.445
C -1.212 -2.122 -1.013
C 1.835 0.891 -5.414
C 5.942 1.543 1.906
H 2.990 -0.121 1.969
C 0.841 1.566 -0.394
C 5.056 0.485 2.053
H -0.972 -3.393 -2.730
H -1.105 2.439 -4.761
N -2.420 0.454 1.272
H 2.478 0.612 -6.238
H 1.969 3.960 3.246
C -2.744 -0.574 2.047
C 0.651 1.574 -5.650
C 1.182 3.864 1.260
S 0.492 1.332 2.723
C 3.528 1.790 -1.549
H 7.000 1.389 2.070
C -0.115 -2.503 -0.169
H 3.125 0.040 -3.927
C 1.389 0.945 -3.055
H 0.514 7.635 1.612
H 2.401 3.558 -1.970
H 5.419 -0.493 2.339
C 4.789 1.237 -1.396
C 5.780 3.370 -1.840
C 5.914 2.027 -1.533
C 0.186 1.592 -3.297
C -4.642 0.476 0.405
H -3.626 -2.419 3.725
H 0.990 -4.176 0.536
C 0.324 5.912 0.357
H -5.308 -2.426 3.164
H -5.362 0.936 -0.251
C -4.952 -0.625 1.170
H -0.449 1.854 -2.459
C 3.392 3.138 -1.859
C 5.474 2.796 1.547
C 0.695 6.574 1.515
N 0.166 -1.721 0.817
C -0.177 1.911 -4.591
C 3.240 1.941 1.470
H 4.885 0.187 -1.154
C 2.201 0.573 -4.121
H -5.940 -1.063 1.118
Mg -0.523 0.236 0.445
O 1.323 -2.032 1.530
H -2.251 -3.905 -1.613
H 0.381 1.849 -6.661
C 0.663 -3.758 -0.418
C -1.761 -3.043 -2.066
P 2.029 0.753 -1.349
H 6.662 3.989 -1.946
H 1.558 -3.514 -0.994
H 6.897 1.595 -1.394
H 0.280 4.013 -0.666
C 1.524 4.523 2.434
C 4.519 3.924 -2.006
C 1.288 5.877 2.559
S 2.672 -1.121 -1.166
C 4.126 3.001 1.321
H 4.422 4.976 -2.246
H -2.491 -2.485 -2.648
H 2.046 -1.987 0.865
H -4.060 -3.285 2.256
C -4.267 -2.394 2.848
C 3.706 0.685 1.841
C 0.565 4.555 0.228
H -1.946 -0.915 2.694
C -3.986 -1.178 2.022
N -1.664 -0.927 -0.794
H 6.166 3.622 1.442
Br -2.808 2.456 -0.511
O -2.691 -0.439 -1.385
H 1.558 6.392 3.474

Results
HOMO energy = -4.22 eV
E_LUMO = 2.50 eV
Spin multiplicity = 1
Net charge = -1

=====

<x>
Below is a molecular structure, C35H33BrMgN3O2P2S2, with properties calculated with the ωB97M-V functional and the def2-TZVPD basis.

Positions of all 79 atoms, in Å:
Br 5.842 -1.893 0.445
C 1.709 -2.020 -2.426
H -1.616 -1.590 -1.837
H 1.502 -6.678 -0.674
C -4.160 0.907 -2.168
N 0.612 -0.995 -0.583
C -0.064 1.710 2.261
H -2.340 0.203 -3.048
C -2.533 2.483 -0.576
C 0.605 6.022 -1.500
C -0.819 -2.027 -2.430
H 4.525 -1.480 -2.621
H -0.962 -1.719 -3.473
C -4.374 -0.769 3.195
H 0.980 -6.251 0.952
H -2.867 -0.475 0.176
C -1.124 3.776 2.987
C 4.223 -5.679 0.086
C 0.658 0.520 -0.318
N 2.862 -1.784 -1.752
H 0.808 3.344 0.560
H 2.244 -7.466 0.720
H -0.154 3.485 -3.605
H 0.117 5.931 -3.591
H -3.364 -0.635 5.088
C -1.861 -0.309 2.062
H 1.010 -2.279 -4.439
S 2.353 1.165 -0.195
C -1.198 2.506 2.429
C -2.019 -0.352 3.446
C 0.633 3.903 -0.348
H 2.196 3.867 3.609
H -5.349 -0.945 3.634
O 4.040 -2.287 -2.408
C 0.272 3.238 -1.517
H 2.691 -2.786 -4.179
H 4.546 -6.683 -0.163
C 2.886 -5.437 0.392
C 5.147 -4.649 0.097
C 0.100 4.279 3.402
H -4.348 3.243 0.269
C 2.539 -4.134 0.704
C 0.103 3.990 -2.680
H 0.167 5.271 3.835
C 0.257 5.370 -2.675
H -5.086 -0.851 1.170
P -0.108 1.455 -1.744
H -2.170 2.124 2.141
H 1.521 -3.854 0.960
C -2.975 -0.503 1.253
S 1.269 -1.006 2.474
H -0.976 -3.114 -2.396
H -4.788 0.303 -2.813
C 0.797 5.281 -0.341
C 0.515 -1.620 -1.884
Mg 2.540 -1.203 0.247
H -1.910 3.137 0.016
C -3.262 -0.592 4.011
H -1.153 -0.204 4.081
C 1.847 -6.520 0.350
P -0.169 0.030 1.387
C -4.732 1.756 -1.232
H 0.733 7.098 -1.490
C -3.912 2.556 -0.448
C 1.154 2.220 2.718
C 1.236 3.491 3.274
O -0.521 -1.279 0.232
N 3.422 -3.130 0.700
H 2.035 1.603 2.638
C -2.778 0.838 -2.291
H 6.188 -4.810 -0.137
H -5.809 1.809 -1.126
H 1.076 5.772 0.584
C 4.679 -3.385 0.407
H -2.026 4.367 3.100
C -1.937 1.591 -1.469
C 1.698 -2.754 -3.740
C -4.227 -0.720 1.818
H 1.354 -3.783 -3.597

Results
HOMO energy = -3.10 eV
E_LUMO = 2.28 eV
Spin multiplicity = 1
Net charge = -1

=====

Quick look at relative energies in kcal/mol: <w> 0.0; <x> 27.4.

=====

<w>
Below is 2 unconnected molecules or ions with the total composition C4H7IN, with properties calculated with the ωB97M-V functional and the def2-TZVPD basis.

Positions of all 13 atoms, in Å:
I 1.004 2.857 0.847
H 1.863 -0.689 -0.568
H -1.164 0.653 -1.495
C -1.322 -0.019 -0.752
N 1.103 -0.065 -0.938
C 0.126 -0.552 1.265
H -1.624 -0.863 -1.217
C -0.060 -0.049 0.009
H -0.067 -1.350 3.426
H -2.130 0.353 -0.235
C 0.068 -0.980 2.397
H 0.803 -0.315 -1.831
H 1.399 1.020 -0.909

Results
HOMO energy (alpha / beta) = -12.79 / -12.79 eV
E_LUMO (alpha / beta) = -7.36 / -7.36 eV
Spin multiplicity = 1
Net charge = +1

=====

<x>
Below is a gas-phase ion, C4H7IN (charge +1), with properties calculated with the ωB97M-V functional and the def2-TZVPD basis.

Positions of all 13 atoms, in Å:
H -1.350 0.692 2.223
H 0.316 0.460 1.804
C -0.147 1.944 -0.137
C -0.922 0.705 0.200
H 0.943 0.645 -2.696
H -1.937 0.570 0.169
C 0.125 0.662 -0.847
C 0.959 -0.003 -1.843
H -0.926 -0.832 1.710
N -0.611 0.177 1.669
H 1.823 -0.212 -1.381
H 0.597 -1.048 -2.109
I 0.078 4.000 -0.062

Results
HOMO energy = -13.06 eV
E_LUMO = -3.68 eV
Spin multiplicity = 1
Net charge = +1
SMILES string = CC1=C(I)[C@@H]1[NH3+]

=====

Quick look at relative energies in kcal/mol: <w> 31.6; <x> 0.0.

=====

<w>
Below is a single C13H16Si molecule, with properties calculated with the ωB97M-V functional and the def2-TZVPD basis.

Positions of all 30 atoms, in Å:
C -1.642 0.280 0.903
C -3.306 0.989 -0.712
H -1.002 -2.463 -1.072
C -3.033 -1.364 -0.122
H 5.442 -1.432 0.133
H 3.348 2.403 0.017
H -0.310 0.121 2.415
Si 1.921 -0.169 -0.181
C -1.675 -1.114 0.419
C -2.446 1.345 0.273
H 1.077 -2.253 0.608
C 1.467 1.579 -0.847
H 4.282 0.847 0.451
C 2.374 2.532 -0.595
H 3.895 -2.349 -0.155
C 0.861 -1.575 -0.125
H -1.271 -1.701 1.149
C -0.560 -1.470 -0.734
C 3.858 -0.179 0.252
C -0.916 0.752 1.946
H 2.144 3.499 -0.847
H -3.876 1.586 -1.357
C -3.722 -0.380 -0.701
H 0.579 1.681 -1.274
H -0.752 -0.621 -1.368
H -4.661 -0.744 -1.173
C 4.419 -1.374 0.032
H -2.144 2.319 0.487
H -3.475 -2.429 -0.172
H -0.874 1.684 2.350

Results
HOMO energy = -7.46 eV
E_LUMO = 0.40 eV
Spin multiplicity = 1
Net charge = 0
SMILES string = C=C[Si](C=C)=CC[C@@H]1C=CC=CC1=C

=====

<x>
Below is a single C13H16Si molecule, with properties calculated with the ωB97M-V functional and the def2-TZVPD basis.

Positions of all 30 atoms, in Å:
H 0.185 1.808 1.159
H 0.912 1.808 -1.013
H -1.964 -0.618 1.260
H -3.224 1.332 2.203
H 2.955 -0.077 -1.366
C 0.299 -3.068 -1.484
H 4.060 0.219 1.018
C 3.191 0.601 0.666
H -2.349 2.317 -1.796
C 2.265 1.246 1.551
C 1.244 0.880 -0.463
H -3.593 3.180 0.223
H 1.444 -1.444 0.982
C 0.905 -2.365 0.697
C -1.798 0.484 -0.697
C 2.585 0.364 -0.524
C -3.000 1.226 1.185
Si -0.128 -0.230 -1.220
C 1.043 1.378 0.899
H -2.553 -0.142 -1.122
H 0.148 -2.655 1.388
H 0.590 -4.004 -1.002
H 2.341 1.381 2.654
H -0.018 -2.954 -2.432
H 0.054 0.091 -2.716
C 0.423 -2.009 -0.665
C -3.114 2.225 0.187
C -2.204 0.282 0.708
H 1.672 -3.074 0.589
C -2.373 1.818 -0.869

Results
HOMO energy = -8.21 eV
E_LUMO = 0.73 eV
Spin multiplicity = 1
Net charge = 0
SMILES string = C=C(C)[SiH](C1C=CC=C1)C1C=CC=C1

=====

Quick look at relative energies in kcal/mol: <w> 57.0; <x> 0.0.